Entry from the Open Molecules 2025 dataset: 3 unconnected molecules or ions with the total composition C15H26N3O6 in a non-equilibrium geometry (the ωB97M-V functional and the def2-TZVPD basis).

Element x y z (Å)
O: -1.04 0.77 -1.19
O: -1.22 1.38 -5.12
O: 1.46 -5.55 3.37
O: 0.68 2.01 -4.10
O: -0.55 2.71 -0.17
O: 0.66 -3.79 2.26
N: -1.37 -2.62 0.01
N: -0.19 -0.82 0.84
N: -1.22 -2.34 2.37
C: -0.65 0.71 2.78
C: -0.47 0.71 4.11
C: -1.95 4.18 -1.35
C: 1.81 -0.04 -4.05
C: -0.89 -1.87 1.10
C: -1.27 1.95 -1.00
C: 2.80 -3.68 3.64
C: -0.11 -2.95 3.10
C: 0.39 0.01 1.91
C: 1.59 -4.44 3.08
C: -1.14 4.03 -0.08
C: -0.11 1.13 -4.77
C: 1.99 1.46 -3.92
C: 0.66 -0.15 -5.04
C: -2.40 2.74 -1.61
H: 2.38 1.75 -2.94
H: -1.31 4.52 -2.16
H: -0.75 -2.42 -0.78
H: -0.56 -3.58 3.89
H: -2.77 4.88 -1.25
H: 1.14 -0.56 2.47
H: 1.51 -0.46 -3.08
H: 1.01 -0.15 -6.07
H: 2.65 1.87 -4.69
H: 0.54 0.95 4.47
H: -0.35 4.77 0.00
H: -1.52 1.22 2.36
H: 0.97 0.80 1.39
H: 3.74 -4.09 3.26
H: -2.49 2.54 -2.68
H: 2.82 -3.79 4.73
H: 2.72 -0.56 -4.36
H: -3.32 2.50 -1.09
H: -0.02 -0.56 -0.13
H: -2.28 -2.27 -0.28
H: 0.04 -1.02 -4.85
H: 2.68 -2.60 3.44
H: -1.75 4.07 0.82
H: -1.72 -1.65 2.93
H: 0.47 -2.17 3.62
H: -1.25 0.45 4.83

The HOMO energy is -0.4592 hartree. For the relative energy (zero: lowest compared OMol25 entry of this formula, charge and spin), the calculation gives 0.000 eV. The net charge is +1. The calculation puts the HOMO-LUMO gap at 9.034 eV. The total energy comes out at -32723.684 eV.

Entry from the Open Molecules 2025 dataset: a gas-phase ion, C15H26N3OP2S (charge +1) in a non-equilibrium geometry (the ωB97M-V functional and the def2-TZVPD basis).

Element x y z (Å)
S: -1.10 3.16 2.83
P: -0.29 1.45 3.19
P: 1.60 2.02 0.13
O: -3.90 0.51 0.89
N: 2.40 -3.59 0.06
N: -4.99 0.83 -1.69
N: -0.25 0.48 1.70
C: 1.33 -1.62 -0.65
C: -1.16 -1.08 0.14
C: 0.23 -0.57 -0.39
C: 3.16 -2.37 -1.87
C: -4.78 -0.51 -1.11
C: -1.22 -0.32 1.45
C: 3.42 1.70 0.19
C: 3.89 1.44 1.62
C: -3.65 -0.54 -0.06
C: 0.80 0.43 0.64
C: 1.45 -2.68 0.21
C: 2.17 -1.42 -1.71
C: 1.25 2.37 -1.65
C: -2.28 -0.38 -0.67
C: 3.20 -3.41 -0.98
H: 1.02 1.57 3.67
H: -5.91 1.18 -1.48
H: 3.68 0.88 -0.49
H: 0.19 2.29 -1.87
H: -2.30 -0.86 -1.65
H: -4.82 0.43 1.14
H: -2.09 -0.42 2.08
H: 1.62 -0.13 1.11
H: 3.59 0.46 1.99
H: 3.87 -2.30 -2.68
H: 3.47 2.18 2.31
H: -5.70 -0.78 -0.59
H: 1.57 3.40 -1.82
H: 0.78 -2.79 1.06
H: -1.29 -2.14 0.30
H: -1.10 0.75 4.10
H: 3.88 2.62 -0.18
H: 2.08 -0.58 -2.38
H: -2.01 0.66 -0.87
H: 3.97 -4.16 -1.13
H: -4.59 -1.20 -1.93
H: 0.03 -0.19 -1.39
H: -4.29 1.50 -1.39
H: 1.84 1.75 -2.32
H: 4.98 1.49 1.71
H: -3.76 -1.51 0.45

The HOMO energy is -0.4193 hartree. The net charge is +1. The calculation puts the HOMO-LUMO gap at 7.458 eV. The total energy comes out at -51899.749 eV.

Entry from the Open Molecules 2025 dataset: a molecular structure, C15H26N3PtSe in a non-equilibrium geometry (the ωB97M-V functional and the def2-TZVPD basis).

Element x y z (Å)
Pt: -0.32 0.22 -1.10
Se: -0.98 0.99 0.89
N: -0.84 1.47 -3.12
N: -0.91 -1.29 -2.55
N: 1.51 0.04 -2.44
C: -0.86 -0.81 3.17
C: -0.51 -1.09 4.48
C: 0.33 -0.27 5.22
C: -1.77 -1.76 2.44
C: -1.56 -0.77 -3.79
C: 1.44 -1.17 -3.29
C: 0.63 -0.57 6.66
C: 0.88 0.85 4.58
C: -1.95 0.69 -3.66
C: 1.17 2.39 2.63
C: 0.55 1.18 3.28
C: 0.35 1.64 -3.96
C: 1.63 1.31 -3.18
C: 0.32 -2.08 -2.81
C: -0.33 0.35 2.59
H: -2.46 -1.35 -4.01
H: 0.26 1.01 -4.84
H: 0.15 -2.86 -3.55
H: 1.57 1.48 5.13
H: 0.44 2.67 -4.32
H: 2.28 -0.04 -1.79
H: 2.37 -1.72 -3.28
H: -1.89 -1.51 1.39
H: -1.18 2.36 -2.80
H: -2.30 1.06 -4.63
H: 1.30 0.17 7.09
H: 1.27 -0.85 -4.32
H: 0.61 -2.54 -1.87
H: 1.81 2.09 -2.44
H: -0.88 -0.91 -4.62
H: -2.78 0.78 -2.95
H: -0.28 -0.58 7.25
H: 1.76 2.11 1.75
H: -1.55 -1.87 -2.03
H: 2.47 1.29 -3.88
H: 1.83 2.90 3.32
H: -2.76 -1.77 2.90
H: 0.40 3.10 2.30
H: -1.37 -2.78 2.50
H: -0.92 -1.98 4.95
H: 1.10 -1.55 6.76

The HOMO energy (spin up / spin down) is -0.3928 / -0.3929 hartree. For the relative energy (zero: lowest compared OMol25 entry of this formula, charge and spin), the calculation gives 0.253 eV. The net charge is +1. The calculation puts the HOMO-LUMO gap (spin up / spin down) at 6.399 / 6.428 eV. The total energy comes out at -89033.960 eV.

Entry from the Open Molecules 2025 dataset: 5 unconnected molecules or ions with the total composition C15H26N9S in a non-equilibrium geometry (the ωB97M-V functional and the def2-TZVPD basis).

Element x y z (Å)
S: -1.87 0.73 2.34
N: -3.05 1.65 -0.10
N: -0.92 -0.54 -2.21
N: -0.62 0.48 -7.70
N: 0.28 -3.05 2.79
N: -1.58 -0.30 -1.02
N: -1.89 1.62 -2.42
N: -1.73 4.82 0.13
N: 4.73 -0.23 1.67
N: 5.64 -3.03 0.30
C: -3.70 3.01 -0.21
C: -2.52 -0.42 3.72
C: 6.35 -2.45 -0.57
C: -1.84 -0.12 5.19
C: 4.84 -1.73 4.00
C: 7.20 -1.76 -1.62
C: -1.81 0.49 -7.28
C: -3.32 0.85 1.16
C: -3.24 0.51 -6.77
C: 1.84 -1.79 0.86
C: -1.04 0.62 -3.18
C: 4.78 -0.91 2.73
C: -2.26 1.05 -1.07
C: -2.69 4.23 -0.66
C: 0.99 -2.48 1.92
H: -4.67 3.01 -0.91
H: 2.90 -1.90 1.11
H: 5.37 -2.67 3.82
H: 1.60 -0.72 0.83
H: -3.69 -0.33 3.87
H: -4.30 1.19 1.71
H: 8.26 -1.87 -1.38
H: -0.65 0.80 -4.27
H: 1.66 -2.23 -0.12
H: -2.76 4.61 -1.78
H: -1.58 -0.99 -0.22
H: -4.09 3.28 0.88
H: -2.30 -1.56 3.47
H: -3.74 -0.43 -7.03
H: -0.73 -0.49 5.16
H: -1.77 4.36 1.06
H: -2.38 -0.63 6.10
H: -0.37 -1.40 -2.47
H: 6.95 -0.70 -1.66
H: 7.01 -2.21 -2.61
H: -1.88 1.05 5.40
H: -3.79 1.34 -7.22
H: -3.54 -0.27 0.80
H: -3.25 0.62 -5.68
H: 3.83 -1.95 4.35
H: 5.37 -1.17 4.78

The HOMO energy is -0.4465 hartree. The net charge is +1. The calculation puts the HOMO-LUMO gap at 8.158 eV. The total energy comes out at -40205.671 eV.

Entry from the Open Molecules 2025 dataset: a molecular structure, C15H26NNiO2P in a non-equilibrium geometry (the ωB97M-V functional and the def2-TZVPD basis).

Element x y z (Å)
Ni: -0.18 -0.42 -0.87
P: 1.92 -0.63 -1.02
O: 1.32 1.19 1.25
O: -0.56 0.24 2.06
N: -1.78 -0.92 -2.25
C: -1.42 -0.72 -3.71
C: 0.03 1.22 -2.04
C: 0.40 3.41 -3.82
C: -2.53 0.20 -1.55
C: -1.04 1.96 -2.54
C: -0.51 1.07 3.24
C: -2.50 -2.19 -2.11
C: 1.49 2.73 -3.29
C: 1.30 1.64 -2.43
C: 3.22 -0.93 0.23
C: 0.38 0.43 1.10
C: -0.87 3.06 -3.40
C: 2.20 -1.78 -2.41
C: -2.45 1.56 -2.21
C: 2.50 0.91 -1.88
H: 1.70 -1.41 -3.32
H: 2.52 3.00 -3.51
H: -2.09 0.27 -0.52
H: 0.38 0.81 3.83
H: -1.88 -2.99 -1.68
H: -0.35 -0.91 -3.90
H: -0.52 2.13 2.98
H: -2.87 2.28 -1.49
H: 3.20 0.61 -2.67
H: 0.55 4.21 -4.55
H: -3.09 1.57 -3.11
H: -0.11 -1.86 0.09
H: -1.76 3.59 -3.76
H: 3.17 -0.14 1.00
H: -0.54 -1.36 0.61
H: -1.97 -1.45 -4.33
H: -3.38 -2.06 -1.47
H: -1.67 0.28 -4.08
H: -1.41 0.81 3.79
H: -2.86 -2.54 -3.09
H: 3.03 -1.90 0.71
H: -3.60 -0.04 -1.42
H: 4.23 -0.92 -0.24
H: 3.02 1.51 -1.12
H: 3.27 -1.92 -2.61
H: 1.73 -2.74 -2.12

The HOMO energy (spin up / spin down) is -0.2453 / -0.2876 hartree. For the relative energy (zero: lowest compared OMol25 entry of this formula, charge and spin), the calculation gives 0.845 eV. The spin multiplicity is 3. The expectation value of S² is 2.0113. The calculation puts the HOMO-LUMO gap (spin up / spin down) at 7.343 / 8.436 eV. The total energy comes out at -71890.015 eV.

Entry from the Open Molecules 2025 dataset: 4 unconnected molecules or ions with the total composition C15H26O7S in a non-equilibrium geometry (the ωB97M-V functional and the def2-TZVPD basis).

Element x y z (Å)
S: 0.32 -0.68 -2.09
O: -3.89 -1.53 -0.70
O: -0.36 -1.70 -3.03
O: 1.54 0.12 -3.03
O: 1.06 -1.35 -0.87
O: -1.04 3.98 -4.23
O: 0.71 -2.25 2.83
O: 4.07 -5.29 2.96
C: -0.31 4.62 -5.26
C: -2.42 0.36 -1.59
C: -0.39 2.07 -2.17
C: 1.41 -3.03 3.78
C: 1.18 2.36 -1.70
C: -2.70 -0.13 1.22
C: -3.09 -0.52 -0.36
C: -1.86 0.48 4.33
C: -2.48 1.43 1.74
C: -0.81 0.65 -1.41
C: -2.08 1.76 3.29
C: -2.49 -1.37 2.27
C: 3.94 -4.39 1.87
C: -2.06 -1.07 3.83
C: 2.19 1.18 -2.25
H: -1.90 -1.96 4.58
H: 3.99 -3.37 2.25
H: 2.97 -4.55 1.38
H: 0.72 4.77 -4.92
H: -2.62 2.32 0.96
H: 2.95 1.72 -2.99
H: 4.03 -6.19 2.59
H: 2.78 0.78 -1.29
H: 1.23 -2.26 2.01
H: 2.39 -2.58 3.96
H: -1.09 2.96 -1.84
H: -2.68 -0.08 -2.64
H: 1.52 -4.05 3.41
H: -1.54 0.68 5.44
H: -0.53 0.80 -0.28
H: -0.40 1.92 -3.34
H: 4.75 -4.55 1.16
H: -2.64 -2.47 1.92
H: 1.53 3.45 -1.96
H: -0.76 5.58 -5.49
H: -1.95 3.86 -4.55
H: -1.94 2.85 3.69
H: -0.31 3.98 -6.15
H: 1.17 2.29 -0.52
H: -2.96 1.43 -1.54
H: 0.84 -3.04 4.72

The HOMO energy is -0.3233 hartree. For the relative energy (zero: lowest compared OMol25 entry of this formula, charge and spin), the calculation gives 5.465 eV. The calculation puts the HOMO-LUMO gap at 8.267 eV. The total energy comes out at -41130.404 eV.

Entry from the Open Molecules 2025 dataset: a molecular structure, C15H27AlClIN2OP2S in a non-equilibrium geometry (the ωB97M-V functional and the def2-TZVPD basis).

Element x y z (Å)
I: 0.00 -2.60 -4.33
Cl: -0.02 -2.63 -0.94
S: -0.02 -1.70 4.53
P: 2.14 -0.34 -1.08
P: -2.13 -0.31 -1.08
Al: 0.00 -0.82 -2.52
O: 0.01 2.09 -2.23
N: 0.01 -3.22 2.30
N: 0.01 -0.87 2.06
C: -3.01 -1.64 -0.13
C: 0.01 1.58 2.32
C: -0.01 0.05 4.22
C: -3.38 -0.07 -2.40
C: 0.00 2.63 3.21
C: -2.60 1.07 0.02
C: 2.99 -1.68 -0.14
C: 0.00 -1.97 2.79
C: 0.02 1.47 -4.56
C: 0.00 0.27 2.82
C: 0.01 1.19 -3.07
C: -0.02 1.12 5.11
C: 2.62 1.03 0.02
C: -0.02 2.41 4.59
C: 3.37 -0.09 -2.40
H: 4.36 0.01 -1.92
H: -0.02 3.24 5.29
H: 3.72 1.10 0.03
H: 2.18 1.96 -0.34
H: -0.01 -3.98 2.97
H: -2.26 0.87 1.04
H: 3.12 0.82 -2.96
H: -2.56 -1.72 0.87
H: 3.36 -0.95 -3.09
H: -4.36 0.05 -1.92
H: -2.14 1.99 -0.35
H: -4.08 -1.37 -0.04
H: -2.90 -2.61 -0.64
H: 0.02 2.56 -4.66
H: 0.02 1.72 1.24
H: 2.88 -2.65 -0.65
H: -0.04 0.87 6.16
H: 0.00 3.64 2.85
H: 4.06 -1.42 -0.05
H: 0.01 -3.34 1.29
H: 0.92 1.04 -5.04
H: -3.70 1.16 0.01
H: -3.11 0.84 -2.97
H: -0.89 1.06 -5.04
H: 2.55 -1.76 0.86
H: 2.26 0.83 1.04
H: -3.37 -0.94 -3.08

The HOMO energy (spin up / spin down) is -0.5232 / -0.5242 hartree. For the relative energy (zero: lowest compared OMol25 entry of this formula, charge and spin), the calculation gives 4.274 eV. The net charge is +2. The calculation puts the HOMO-LUMO gap (spin up / spin down) at 4.890 / 4.775 eV. The total energy comes out at -77640.889 eV.

Entry from the Open Molecules 2025 dataset: 2 unconnected molecules or ions with the total composition C15H27ClFN2O6 in a non-equilibrium geometry (the ωB97M-V functional and the def2-TZVPD basis).

Element x y z (Å)
Cl: -4.11 -1.93 0.34
F: 0.55 1.01 2.08
O: 4.90 1.51 2.96
O: 1.55 -0.94 2.39
O: 5.16 3.68 3.37
O: -0.88 -1.29 -0.03
O: -0.40 -4.49 -1.81
O: 6.91 2.48 2.62
N: -1.55 1.34 -2.55
N: 0.39 0.61 -0.57
C: -0.33 2.11 -2.46
C: -1.90 0.57 -1.37
C: 1.52 0.00 0.18
C: -0.72 -0.36 -1.02
C: 0.07 -3.42 -1.00
C: -4.14 -0.25 -0.30
C: -1.15 -2.64 -0.50
C: 3.75 3.44 3.44
C: 0.87 -4.06 0.12
C: -3.26 -0.12 -1.56
C: 1.22 -0.10 1.67
C: -5.60 0.18 -0.54
C: 3.70 1.93 3.61
C: 0.86 1.43 -1.75
C: 5.78 2.55 2.95
H: 1.43 0.76 -2.40
H: 0.02 2.34 -3.48
H: 2.39 0.66 0.06
H: -3.16 -1.09 -2.06
H: -0.06 1.27 0.08
H: -0.69 -4.17 -2.67
H: -1.61 0.79 -3.41
H: 1.77 -0.99 -0.19
H: -1.61 -3.15 0.34
H: 3.73 1.63 4.66
H: -3.79 0.54 -2.26
H: -6.30 -0.60 -0.22
H: -3.72 0.36 0.50
H: 1.06 -3.35 0.92
H: -0.35 -0.81 -1.96
H: -5.80 0.39 -1.60
H: 0.29 -4.90 0.53
H: 0.71 -2.77 -1.61
H: 1.82 -4.44 -0.24
H: 3.32 3.99 4.27
H: 3.30 3.78 2.51
H: 1.54 2.19 -1.36
H: -1.91 -2.60 -1.30
H: -5.84 1.08 0.03
H: -2.01 1.30 -0.55
H: 2.85 1.46 3.13
H: -0.53 3.07 -1.98

The HOMO energy is -0.4838 hartree. For the relative energy (zero: lowest compared OMol25 entry of this formula, charge and spin), the calculation gives 0.000 eV. The net charge is +1. The calculation puts the HOMO-LUMO gap at 10.233 eV. The total energy comes out at -46491.061 eV.

Entry from the Open Molecules 2025 dataset: a molecular structure, C15H27ClGdIN2OP2 in a non-equilibrium geometry (the ωB97M-V functional and the def2-TZVPD basis).

Element x y z (Å)
Gd: 0.00 -0.25 -0.61
I: 0.00 0.33 -4.02
Cl: -0.02 -2.64 -1.28
P: -2.87 0.06 -0.34
P: 2.87 0.02 -0.35
O: 0.02 2.74 -5.81
N: -0.01 -2.16 3.30
N: 0.00 -0.62 1.71
C: -0.01 -0.60 5.32
C: 0.00 0.76 5.64
C: 0.00 0.04 2.96
C: -0.01 -1.94 1.98
C: -3.88 1.22 0.65
C: -3.60 -1.53 0.21
C: 3.59 -1.59 0.20
C: 0.00 1.75 4.64
C: 0.01 0.85 -7.33
C: 0.00 1.41 3.28
C: -0.01 -0.92 3.97
C: 3.90 1.16 0.65
C: 0.01 1.55 -5.97
C: 3.65 0.22 -2.00
C: -3.65 0.27 -2.00
H: 0.00 2.80 4.90
H: 3.63 1.11 1.71
H: -3.41 -1.70 1.27
H: -3.61 1.17 1.72
H: 3.53 1.25 -2.35
H: -4.93 0.94 0.52
H: 3.76 2.20 0.31
H: -0.01 -3.05 3.77
H: 3.19 -0.44 -2.75
H: 0.89 0.21 -7.44
H: 4.72 -0.02 -1.88
H: -0.01 -1.39 6.08
H: 0.01 1.59 -8.14
H: -3.72 2.25 0.32
H: -3.20 -0.40 -2.75
H: -4.69 -1.46 0.03
H: 4.67 -1.53 0.02
H: -4.72 0.05 -1.88
H: 3.39 -1.75 1.27
H: -3.17 -2.37 -0.35
H: -3.51 1.30 -2.35
H: 4.95 0.86 0.52
H: 0.00 1.04 6.70
H: 0.00 2.17 2.50
H: -0.88 0.22 -7.44
H: -0.01 -2.73 1.25
H: 3.14 -2.42 -0.35

The HOMO energy (spin up / spin down) is -0.5367 / -0.5364 hartree. For the relative energy (zero: lowest compared OMol25 entry of this formula, charge and spin), the calculation gives 0.000 eV. The spin multiplicity is 8. The net charge is +2. The expectation value of S² is 16.0440. The calculation puts the HOMO-LUMO gap (spin up / spin down) at 8.582 / 5.301 eV. The total energy comes out at -81045.106 eV.

Entry from the Open Molecules 2025 dataset: 3 unconnected molecules or ions with the total composition C15H27INO4P (the ωB97M-V functional and the def2-TZVPD basis).

Element x y z (Å)
I: 4.03 -2.49 0.71
P: -2.40 -4.73 -1.32
O: -0.75 -2.33 -2.49
O: 1.64 0.70 3.36
O: -1.93 -0.91 1.97
O: 0.62 3.42 -1.30
N: -3.89 -4.66 -1.77
C: 1.73 -1.65 -1.15
C: -1.95 -2.90 0.72
C: 1.93 -4.17 -0.62
C: -0.43 5.24 -2.51
C: 2.66 -2.87 -0.89
C: 1.14 2.58 1.91
C: -1.32 -1.65 1.24
C: 0.40 -1.80 -0.48
C: 0.31 2.51 4.29
C: -1.65 -3.29 -0.52
C: 0.66 1.70 3.05
C: -0.67 -2.46 -1.29
C: -0.61 4.10 -1.51
C: 0.06 -1.39 0.75
C: -1.70 3.13 -1.94
H: -1.48 -5.01 -2.34
H: 1.56 -1.61 -2.22
H: -0.48 3.24 4.07
H: -2.67 -3.43 1.34
H: 2.05 3.13 2.20
H: 0.75 -0.84 1.40
H: 1.38 1.98 1.03
H: 0.38 3.31 1.62
H: 0.89 3.03 -2.15
H: 2.43 1.16 3.66
H: -2.10 -5.76 -0.41
H: -1.44 2.68 -2.90
H: -0.04 1.85 5.09
H: -4.32 -3.77 -1.56
H: 1.23 -4.40 -1.44
H: -0.86 4.52 -0.54
H: -1.81 2.34 -1.21
H: 1.18 3.05 4.66
H: -1.36 5.80 -2.64
H: -0.14 4.84 -3.48
H: 2.22 -0.73 -0.84
H: -2.66 3.64 -2.06
H: 1.38 -4.16 0.32
H: -0.21 1.14 2.72
H: 3.28 -3.01 -1.77
H: 0.35 5.92 -2.17
H: 2.64 -5.00 -0.57

The HOMO energy is -0.3338 hartree. For the relative energy (zero: lowest compared OMol25 entry of this formula, charge and spin), the calculation gives 0.000 eV. The calculation puts the HOMO-LUMO gap at 7.595 eV. The total energy comes out at -43060.215 eV.